102
Properties=species:S:1:pos:R:3:forces:R:3 method="wB97M-V/def2-TZVPD" lumo_energy_ev=0.4 charge=0 smiles=CC(C)O.CC(C)O.CC(C)O.CC(C)O.CC(C)O.CC(C)O.CO.CO.CO.CO.CO e_homo_ev=-9.660 gap_ev=10.064
C 25.571531 24.800635 21.691132 0.292 -0.809 -0.540
C 25.300986 23.854246 22.858346 0.151 1.314 1.142
C 23.868755 23.330466 22.896820 0.240 -0.171 -0.486
O 26.236866 22.785472 22.919354 -0.174 -0.280 -0.353
H 25.560915 24.206256 20.769602 -0.155 0.200 -0.067
H 26.569602 25.235526 21.753013 -0.011 0.044 0.169
H 24.841022 25.603537 21.610804 -0.113 -0.047 0.114
H 25.456730 24.481214 23.750858 -0.071 -0.269 0.145
H 23.845911 22.307176 23.263455 0.076 -0.029 -0.033
H 23.480316 23.337285 21.874819 -0.298 -0.082 0.131
H 23.231860 23.912556 23.559418 -0.008 0.168 -0.152
H 27.011954 23.042753 23.450021 -0.112 0.069 -0.057
C 29.572242 20.187660 28.319548 1.551 -0.574 -0.215
C 28.565197 20.253319 29.425744 -1.479 -0.316 -0.631
C 27.449876 21.229573 29.088182 -0.554 0.878 -0.622
O 28.028032 18.936988 29.593595 0.253 0.023 0.373
H 30.151350 21.114660 28.264127 -0.165 0.013 -0.308
H 29.194093 19.861635 27.347589 -0.604 0.606 0.069
H 30.305609 19.384341 28.478461 -0.039 0.221 0.572
H 29.005712 20.612485 30.360453 0.233 -0.331 0.025
H 27.839538 22.241012 28.921781 0.122 -0.011 0.476
H 26.638814 21.260384 29.818893 0.323 0.036 0.308
H 26.916323 21.053585 28.144770 0.342 -0.651 -0.037
H 27.074026 18.942250 29.444169 -0.064 0.199 -0.106
C 24.998747 17.532670 30.618469 0.515 0.287 -0.270
C 24.142088 18.428944 29.742522 -0.381 -0.177 0.270
C 23.301253 19.385744 30.599172 -0.375 -0.263 -0.520
O 25.025341 19.157626 28.898408 0.257 -0.121 0.046
H 25.584405 16.815669 30.039976 -0.125 0.032 -0.150
H 24.418359 16.977082 31.351306 -0.071 0.133 0.066
H 25.726742 18.189583 31.104320 -0.087 -0.195 0.340
H 23.491850 17.805283 29.113199 -0.081 0.062 0.091
H 22.823782 18.870993 31.434738 0.269 -0.008 0.131
H 22.464340 19.796059 30.025550 0.178 0.157 -0.138
H 23.919068 20.217228 30.932244 -0.005 -0.037 0.216
H 24.522944 19.778517 28.350963 -0.080 0.038 -0.085
C 20.251956 19.014818 27.645470 -0.091 0.055 0.289
C 19.830526 20.458485 27.348870 0.106 -1.013 1.434
C 18.716573 20.859025 28.319759 -0.364 0.737 -1.044
O 20.964281 21.320352 27.556878 -0.343 0.021 -0.446
H 20.338604 18.887552 28.730138 -0.068 0.084 0.004
H 21.233267 18.740364 27.256053 -0.157 0.083 -0.400
H 19.480859 18.318019 27.313733 0.152 -0.064 -0.148
H 19.469174 20.571770 26.327979 0.321 0.111 -0.146
H 17.905857 20.132942 28.356302 0.178 -0.211 0.081
H 18.265260 21.774134 27.920474 0.019 0.081 0.360
H 19.093044 21.061776 29.321555 0.061 -0.173 0.060
H 21.011962 21.546312 28.496662 0.100 0.232 -0.070
C 27.094312 19.572086 21.466950 0.688 0.849 0.240
C 25.906685 20.135161 20.696155 -0.233 -0.112 0.227
C 24.632687 20.050184 21.553632 0.890 -1.348 -0.276
O 26.153087 21.487247 20.324319 -0.085 -0.233 0.090
H 27.299344 20.323345 22.239489 0.003 -0.264 0.232
H 28.008947 19.547341 20.869951 -0.175 -0.084 -0.219
H 26.963974 18.600687 21.939154 -0.352 -0.028 -0.107
H 25.792824 19.559678 19.773781 -0.214 0.215 -0.070
H 23.845406 20.666369 21.131495 -0.159 0.018 0.202
H 24.879797 20.251196 22.597763 -0.153 0.634 -0.037
H 24.367829 18.985189 21.582109 -0.413 0.157 -0.161
H 26.064637 21.985381 21.154905 0.373 0.100 -0.107
C 20.797449 20.454929 22.745812 0.254 -0.218 -0.301
C 21.287599 19.026558 22.595565 -0.625 -1.032 0.561
C 22.041799 18.608485 23.860610 0.741 0.996 -0.514
O 20.132552 18.177804 22.425290 -0.181 0.111 0.199
H 20.061209 20.489227 23.550285 0.111 -0.025 0.148
H 20.285993 20.809946 21.851723 0.189 0.059 -0.102
H 21.654009 21.085862 22.992333 -0.181 0.231 -0.054
H 21.937111 18.834465 21.740633 0.122 0.542 -0.055
H 22.413880 17.587397 23.835331 -0.322 -0.137 0.086
H 21.503736 18.867131 24.772693 -0.283 -0.391 -0.028
H 22.929570 19.257041 23.871540 0.064 -0.171 0.125
H 20.212339 17.660136 21.622987 0.106 0.008 -0.037
C 20.550933 23.714233 24.515144 -0.015 0.178 0.043
O 21.362655 23.330305 25.607470 0.068 -0.233 0.040
H 19.512155 23.902009 24.805581 0.025 -0.011 0.061
H 20.971852 24.653279 24.153720 -0.120 -0.045 -0.133
H 20.553666 22.986284 23.697018 0.065 0.030 0.081
H 20.958195 22.622291 26.132359 0.071 0.238 -0.066
C 28.595269 21.768175 25.127979 -0.627 0.645 0.352
O 28.304808 23.126283 24.761411 -0.015 -0.026 -0.510
H 29.534519 21.745052 25.677376 0.068 -0.362 -0.174
H 27.784757 21.370797 25.747031 0.160 -0.043 0.104
H 28.595523 21.193322 24.206398 0.372 0.011 -0.019
H 28.171709 23.686799 25.528765 0.046 -0.192 0.202
C 24.350114 21.464603 25.996371 0.544 0.232 -0.927
O 23.681846 21.097272 27.186644 -0.378 -0.477 -0.335
H 25.321953 20.968402 25.955098 0.163 0.338 0.378
H 23.897324 21.150127 25.048338 -0.605 -0.275 0.467
H 24.418336 22.551340 25.899363 0.309 -0.035 0.215
H 22.725130 21.065625 27.003907 0.012 0.016 0.189
C 23.837656 23.692460 29.503719 0.313 -0.311 -0.631
O 22.909102 22.630445 29.412058 -0.468 -0.381 0.247
H 23.786692 24.110510 30.505485 -0.049 0.100 -0.027
H 24.856648 23.330381 29.316506 -0.021 0.038 0.198
H 23.637864 24.452898 28.740800 -0.102 0.134 0.213
H 23.178583 22.005700 28.718776 0.360 0.498 0.066
C 25.720568 17.397555 24.445351 -0.944 -0.563 1.462
O 25.643640 16.697930 23.224312 0.057 0.454 -0.451
H 26.492078 18.151992 24.607809 0.268 -0.147 -0.587
H 24.760677 17.881546 24.650532 0.040 0.178 -0.538
H 25.755133 16.670011 25.268920 0.505 0.088 -0.016
H 26.517153 16.553294 22.852894 0.065 -0.005 0.164